{"formula": "C46H98F12N5O14S4", "method": "ωB97M-V/def2-TZVPD", "homo_lumo_gap_ev": 7.6, "charge": 1, "homo_ev": -9.5, "total_energy_ha": -5929.41324, "species": ["C", "C", "C", "O", "C", "N", "H", "H", "H", "H", "H", "H", "H", "H", "H", "H", "H", "H", "C", "N", "C", "C", "C", "C", "O", "H", "H", "H", "H", "H", "H", "H", "H", "H", "H", "H", "H", "H", "H", "C", "C", "C", "C", "N", "C", "C", "C", "C", "C", "C", "C", "H", "H", "H", "H", "H", "H", "H", "H", "H", "H", "H", "H", "H", "H", "H", "H", "H", "H", "H", "H", "H", "H", "H", "H", "C", "C", "C", "C", "N", "C", "C", "C", "C", "C", "C", "C", "H", "H", "H", "H", "H", "H", "H", "H", "H", "H", "H", "H", "H", "H", "H", "H", "H", "H", "H", "H", "H", "H", "H", "H", "C", "C", "C", "C", "N", "C", "C", "C", "C", "C", "C", "C", "H", "H", "H", "H", "H", "H", "H", "H", "H", "H", "H", "H", "H", "H", "H", "H", "H", "H", "H", "H", "H", "H", "H", "H", "C", "F", "F", "F", "S", "O", "O", "O", "C", "F", "F", "F", "S", "O", "O", "O", "C", "F", "F", "F", "S", "O", "O", "O", "C", "F", "F", "F", "S", "O", "O", "O"], "positions_angstrom": [[-0.366, -1.926, -2.580], [0.398, -1.082, -1.525], [0.796, 0.311, -2.041], [1.400, 1.110, -0.982], [2.745, 0.750, -0.722], [-0.458, -0.971, -0.285], [-1.344, -0.496, -0.386], [-0.781, -1.906, -0.085], [0.085, -0.659, 0.508], [-1.414, -1.641, -2.674], [-0.146, -2.964, -2.332], [0.211, -1.715, -3.481], [1.140, -1.705, -1.025], [-0.074, 0.896, -2.337], [1.502, 0.277, -2.871], [3.436, 0.958, -1.539], [2.939, -0.312, -0.571], [3.058, 1.259, 0.190], [-6.354, -2.259, 2.400], [-4.936, -1.693, 2.367], [-4.014, -2.627, 1.527], [-5.012, -0.301, 1.707], [-4.318, -1.477, 3.811], [-4.658, -2.501, 4.912], [-4.535, -3.800, 4.475], [-6.939, -1.432, 2.803], [-6.419, -3.128, 3.056], [-6.683, -2.513, 1.392], [-4.537, -2.641, 0.571], [-4.001, -3.604, 2.010], [-3.016, -2.198, 1.439], [-5.542, -0.400, 0.759], [-4.020, 0.091, 1.484], [-5.646, 0.318, 2.342], [-4.521, -0.455, 4.131], [-3.240, -1.440, 3.649], [-5.722, -2.391, 5.121], [-4.255, -2.327, 5.909], [-4.452, -4.374, 5.240], [-2.473, -4.326, -4.152], [-1.553, -4.989, -5.154], [-0.538, -3.907, -5.697], [-1.170, -3.135, -6.816], [-0.191, -2.169, -7.567], [1.055, -2.937, -8.121], [1.371, -2.497, -9.561], [-0.029, -2.295, -10.059], [-0.793, -1.664, -8.910], [0.228, -1.020, -6.638], [-0.903, -0.087, -6.211], [-0.361, 1.269, -5.656], [-1.903, -4.166, -3.236], [-3.262, -5.066, -4.020], [-2.884, -3.483, -4.708], [-2.149, -5.442, -5.946], [-1.225, -5.926, -4.704], [0.271, -4.517, -6.100], [0.002, -3.309, -4.963], [-1.914, -2.415, -6.474], [-1.704, -3.810, -7.485], [1.845, -2.696, -7.410], [0.892, -4.014, -8.095], [2.023, -1.624, -9.577], [1.934, -3.304, -10.031], [-0.026, -1.642, -10.931], [-0.462, -3.236, -10.399], [-0.635, -0.587, -8.855], [-1.851, -1.923, -8.942], [0.923, -0.463, -7.267], [0.788, -1.390, -5.779], [-1.400, -0.640, -5.414], [-1.754, 0.106, -6.864], [0.218, 1.703, -6.471], [0.247, 0.966, -4.804], [-1.155, 1.930, -5.306], [-4.636, 2.375, 3.837], [-4.992, 3.346, 2.711], [-3.824, 4.111, 2.063], [-2.668, 3.207, 1.538], [-1.440, 4.008, 1.052], [-1.841, 4.782, -0.218], [-0.615, 4.736, -1.175], [0.464, 4.055, -0.419], [-0.370, 3.079, 0.465], [-0.921, 5.057, 2.140], [-0.263, 4.261, 3.349], [-0.020, 5.065, 4.658], [-3.948, 2.914, 4.488], [-4.125, 1.485, 3.470], [-5.535, 2.120, 4.398], [-5.773, 4.014, 3.074], [-5.459, 2.800, 1.891], [-3.615, 4.856, 2.831], [-4.328, 4.597, 1.228], [-2.958, 2.479, 0.780], [-2.440, 2.753, 2.502], [-2.110, 5.805, 0.048], [-2.699, 4.229, -0.600], [-0.321, 5.756, -1.424], [-0.669, 4.228, -2.138], [1.210, 4.657, 0.101], [1.174, 3.590, -1.104], [0.225, 2.710, 1.300], [-0.791, 2.240, -0.090], [-1.737, 5.726, 2.414], [-0.163, 5.702, 1.698], [0.702, 3.930, 2.964], [-0.769, 3.390, 3.763], [0.888, 5.633, 4.456], [0.151, 4.445, 5.537], [-0.911, 5.625, 4.942], [4.109, -2.380, 2.081], [3.682, -1.399, 3.173], [4.702, -0.406, 3.657], [4.273, 0.437, 4.870], [5.160, 1.778, 4.995], [4.911, 2.550, 6.331], [6.266, 3.093, 6.795], [7.286, 2.538, 5.830], [6.653, 1.360, 5.180], [5.037, 2.808, 3.835], [3.605, 3.086, 3.329], [3.562, 4.254, 2.270], [3.275, -2.853, 1.563], [4.859, -3.118, 2.366], [4.601, -1.710, 1.375], [3.450, -2.026, 4.034], [2.816, -0.912, 2.726], [4.805, 0.310, 2.842], [5.707, -0.818, 3.744], [4.339, -0.135, 5.796], [3.246, 0.688, 4.605], [4.204, 3.375, 6.249], [4.458, 1.803, 6.981], [6.219, 4.174, 6.927], [6.406, 2.648, 7.780], [7.556, 3.256, 5.056], [8.191, 2.334, 6.401], [7.161, 0.990, 4.289], [6.648, 0.637, 5.995], [5.705, 2.390, 3.082], [5.567, 3.747, 3.994], [2.978, 3.261, 4.204], [3.168, 2.204, 2.859], [4.099, 4.024, 1.350], [4.071, 5.142, 2.644], [2.592, 4.607, 1.921], [5.214, -2.224, -2.285], [4.961, -2.290, -0.959], [5.430, -0.956, -2.701], [6.217, -3.068, -2.604], [3.704, -2.956, -3.332], [2.464, -2.693, -2.594], [3.817, -2.326, -4.646], [3.994, -4.411, -3.437], [-3.321, 1.579, -3.022], [-2.358, 2.330, -2.555], [-4.204, 2.210, -3.809], [-2.711, 0.578, -3.595], [-4.177, 0.971, -1.429], [-3.113, 0.217, -0.763], [-4.669, 2.166, -0.740], [-5.117, 0.017, -1.977], [-0.316, -1.733, 3.979], [0.949, -2.213, 4.214], [-1.109, -2.515, 3.173], [-0.919, -1.592, 5.187], [-0.264, 0.136, 3.316], [0.587, 0.151, 2.127], [-1.655, 0.405, 2.975], [0.234, 0.964, 4.441], [-0.097, -6.084, 1.229], [-0.392, -5.787, 2.501], [1.197, -5.718, 0.985], [-0.310, -7.389, 0.970], [-1.309, -5.052, 0.108], [-1.113, -3.625, 0.438], [-0.953, -5.402, -1.263], [-2.675, -5.512, 0.365]], "forces_ev_per_a": [[1.7, 0.7, 0.6], [-1.2, -0.4, 0.5], [0.7, 0.2, 1.6], [-0.1, -0.7, -0.6], [0.4, -0.4, 0.1], [-0.5, 0.1, -0.9], [-0.5, 1.1, -0.2], [0.1, -1.4, 0.4], [0.0, 0.7, 0.6], [0.0, -0.2, 0.0], [-0.7, -0.1, -0.1], [-0.3, -0.2, -0.4], [1.0, 0.4, -1.3], [-0.2, -0.2, -0.1], [0.0, -0.4, -0.1], [-0.1, 0.6, -0.3], [-0.6, -0.4, 0.2], [0.0, 0.2, -0.1], [0.8, 0.8, 0.5], [0.7, 0.0, 0.7], [-1.2, 0.7, 0.5], [-0.5, -1.1, 0.0], [0.9, -0.3, -0.4], [-2.3, 1.1, -0.3], [1.0, -1.3, -0.6], [-0.4, -0.3, 0.0], [0.2, 0.1, -0.2], [0.2, 0.1, 0.1], [0.4, -0.3, -0.1], [0.1, 0.1, -0.2], [-0.2, 0.0, 0.1], [0.1, -0.3, -0.1], [0.0, -0.1, 0.5], [0.4, 0.1, 0.1], [-0.6, -0.2, 0.0], [-0.1, -0.3, -0.3], [-0.5, 0.5, 0.1], [1.0, 0.5, -0.4], [0.1, -0.2, -0.1], [-0.2, -1.1, -1.0], [0.0, 0.6, 0.2], [0.8, -2.5, -0.3], [0.0, 1.5, -0.1], [0.1, -1.8, -1.2], [1.0, 0.4, 1.3], [0.1, -0.4, 1.6], [-0.1, 0.4, -1.0], [-0.2, 0.2, 0.9], [-0.1, 0.5, -1.7], [-0.8, -0.1, 1.3], [-0.1, -1.8, -0.4], [-0.5, 0.4, 0.0], [-0.3, 0.4, 0.7], [-0.2, 0.5, 0.9], [-0.1, 0.6, -0.7], [1.4, 0.5, 0.2], [0.2, 0.1, -0.4], [-0.7, 0.0, 0.4], [-0.2, -0.2, 0.2], [0.5, 0.1, -0.5], [0.2, -0.3, 0.0], [-0.4, 0.2, 0.2], [-0.3, 0.2, 0.0], [-0.2, 0.0, -0.2], [-0.3, 0.1, 0.0], [-0.1, -0.1, 0.3], [-0.3, 0.0, -0.3], [0.0, 0.3, 0.2], [0.3, 0.0, 0.1], [-0.1, -0.3, -0.1], [-0.1, 0.3, 0.5], [0.5, -0.2, -0.9], [0.2, 0.4, 0.4], [0.4, 0.6, 0.0], [0.1, -0.1, -0.2], [0.3, 0.7, -0.3], [-0.2, -1.4, -0.7], [-1.3, 0.1, -0.9], [-0.2, 1.5, 2.5], [-0.6, 0.8, -0.6], [0.1, -0.5, -0.4], [-0.1, 1.7, -0.2], [0.8, -1.5, 0.4], [2.0, 1.2, 1.3], [0.4, -2.2, 0.7], [-0.3, 0.5, 0.4], [0.2, 0.1, -1.0], [0.1, -0.2, 0.5], [0.0, 0.1, 0.1], [0.1, -0.2, 0.1], [0.3, 0.4, -0.1], [-0.2, -0.2, 0.0], [1.0, 0.1, -0.3], [0.3, 0.5, -0.1], [0.0, 0.3, 0.0], [1.0, -0.8, -0.6], [-0.1, -0.2, 0.0], [-0.1, 0.3, -0.2], [-0.1, 0.1, -0.1], [-1.1, -0.1, 0.2], [-0.7, 0.5, 0.8], [-0.5, -0.8, 0.0], [-0.2, -0.4, -0.1], [-0.4, 0.3, 0.1], [-0.2, -0.5, -0.1], [0.0, -0.3, -0.4], [0.0, -0.2, 0.2], [-0.5, -0.3, -1.1], [-0.3, 0.8, 0.6], [0.2, -0.5, -0.4], [0.3, 0.6, -0.3], [1.1, 1.2, -0.5], [-0.5, -1.7, 0.7], [1.1, 1.3, -0.9], [0.4, 0.5, -1.5], [0.1, 0.4, 0.6], [-0.5, -0.6, -0.5], [-1.1, -0.6, 0.7], [1.1, 1.6, -0.4], [-0.9, -0.1, 1.1], [0.2, -1.1, -1.1], [0.1, 0.1, -0.6], [0.8, -0.1, 0.6], [0.0, 0.0, 0.3], [-0.2, 0.0, 0.2], [0.1, -0.4, -0.7], [-0.8, 0.2, 0.2], [-0.2, 0.3, 0.8], [0.2, 0.3, -0.3], [-0.1, -0.4, 0.4], [0.1, 0.5, 0.2], [-0.1, 0.5, 0.8], [-0.2, -0.4, -0.7], [0.2, 0.2, 0.2], [0.3, -0.1, -0.2], [0.3, 0.2, 0.1], [0.1, 0.3, 0.1], [0.1, -0.4, -0.4], [-0.5, 0.0, 0.0], [-0.3, -0.8, -0.5], [-0.5, -0.3, -0.5], [-0.2, 0.0, 1.2], [-0.2, 0.4, -0.1], [0.1, -0.2, 0.0], [0.1, -0.5, 0.1], [0.0, 0.1, 0.3], [-0.3, -0.5, 0.5], [-2.3, -1.9, -1.9], [0.7, 0.6, -0.8], [0.6, -0.8, 1.0], [0.1, 1.5, 0.7], [0.1, -3.2, -0.8], [0.9, 0.8, -0.1], [-0.1, 0.8, 0.8], [-0.1, 2.4, 0.8], [-2.4, -1.0, 3.1], [1.4, 2.5, -0.3], [1.2, -0.1, -0.1], [-0.1, -1.0, -1.5], [-0.4, -1.4, -1.6], [0.8, 1.0, 0.6], [0.6, -0.8, -0.4], [-0.8, 0.8, 0.3], [0.0, 1.8, 0.1], [-2.1, 0.1, -0.8], [1.9, 0.8, 1.4], [0.2, -0.7, -0.8], [0.0, 0.6, 0.9], [0.5, -0.4, 0.4], [0.0, -0.5, 0.3], [-0.2, -1.5, -1.4], [-0.9, 1.3, -1.3], [0.4, -0.6, -0.1], [-1.3, -0.8, 0.3], [0.7, 1.1, 0.5], [-1.5, -0.5, -2.1], [0.5, -0.6, 0.4], [1.0, 0.4, 0.8], [1.1, 0.3, 1.3]], "lowdin_charge": [-0.0255, -0.2797, -0.1167, -0.2160, -0.0864, 0.2243, 0.0943, 0.0810, 0.0894, 0.0915, 0.0770, 0.0535, 0.1313, 0.1142, 0.1280, 0.0907, 0.0777, 0.0791, 0.0228, -0.2727, 0.0464, -0.0058, -0.0484, -0.2550, -0.0385, 0.1035, 0.0964, 0.1113, 0.1114, 0.0991, 0.0788, 0.0939, 0.0803, 0.0899, 0.1075, 0.0887, 0.1064, 0.1336, 0.1092, -0.0969, -0.2269, -0.1554, -0.1087, -0.1615, -0.0768, -0.1458, -0.1686, -0.0761, -0.1102, -0.2286, -0.0549, 0.0497, 0.0845, 0.0684, 0.1000, 0.1160, 0.1094, 0.1004, 0.1121, 0.1380, 0.1324, 0.1315, 0.1214, 0.1268, 0.1245, 0.1255, 0.1265, 0.1323, 0.1324, 0.1264, 0.0828, 0.1168, 0.0798, 0.0568, 0.0689, -0.1034, -0.2461, -0.1708, -0.0845, -0.1557, -0.0613, -0.1492, -0.1668, -0.0615, -0.0336, -0.2028, -0.0808, 0.0811, 0.0257, 0.0819, 0.1135, 0.0920, 0.1077, 0.1112, 0.1031, 0.0905, 0.1302, 0.1169, 0.1167, 0.1124, 0.0956, 0.1121, 0.1066, 0.1281, 0.1115, 0.1222, 0.0688, 0.0908, 0.0673, 0.0735, 0.0749, -0.0769, -0.2672, -0.2043, -0.0410, -0.1391, -0.0803, -0.1453, -0.1849, -0.0994, -0.1113, -0.1867, -0.0664, 0.0861, 0.0841, 0.0548, 0.1076, 0.0895, 0.1043, 0.1183, 0.1353, 0.1158, 0.1260, 0.1255, 0.1237, 0.1212, 0.1154, 0.1319, 0.1417, 0.1425, 0.1256, 0.1298, 0.1022, 0.0946, 0.0783, 0.0724, 0.0414, -0.5850, 0.0927, 0.0954, 0.1069, 0.5097, -0.3553, -0.3760, -0.3560, -0.6966, 0.1133, 0.1485, 0.1476, 0.4917, -0.3614, -0.3194, -0.3101, -0.5124, 0.0990, 0.0990, 0.0899, 0.5124, -0.3627, -0.3397, -0.3477, -0.5902, 0.1099, 0.1020, 0.1259, 0.5213, -0.3805, -0.3370, -0.3375]}